1.
Molecular formula: C3H5F
Method: DFT, ωB97M-V/def2-TZVPD

Properties
E, hartree: -217.11890
Energy relative to the best compared isomer or geometry (same formula, charge and spin), eV: 0.5244
SMILES: C=C(C)F

Positions of all 9 atoms, in Å:
1 C 0.082 0.751 1.158
2 C -0.047 -0.030 -0.174
3 C 0.473 0.370 -1.328
4 H -1.053 0.744 1.559
5 H 0.405 1.762 1.091
6 H 0.808 0.210 1.790
7 H 0.320 -0.286 -2.160
8 H 0.662 1.444 -1.527
9 F -0.466 -1.158 0.146


2.
Molecular formula: C3H5F2N
Method: DFT, ωB97M-V/def2-TZVPD

Properties
E, hartree: -371.73559
Energy relative to the best compared isomer or geometry (same formula, charge and spin), eV: 0.8924
SMILES: N=C(F)F.C=C

Positions of all 11 atoms, in Å:
1 C -1.599 0.730 0.032
2 C -0.331 0.286 -0.028
3 C 3.894 -0.131 0.049
4 N 4.019 -1.341 0.029
5 F 4.871 0.725 0.032
6 F 2.774 0.596 -0.119
7 H -2.407 0.330 0.585
8 H -2.037 1.535 -0.481
9 H 0.318 0.690 -0.702
10 H 3.254 -1.972 -0.035
11 H 0.054 -0.512 0.660


3.
Molecular formula: C3H5F2N
Method: DFT, ωB97M-V/def2-TZVPD

Properties
E, hartree: -371.72212
Energy relative to the best compared isomer or geometry (same formula, charge and spin), eV: 1.2590
SMILES: N[C@]1(F)C[C@H]1F

Positions of all 11 atoms, in Å:
1 C 1.084 -0.789 0.142
2 C -0.261 -1.382 -0.059
3 C -0.425 -0.096 0.633
4 N -0.866 1.155 0.175
5 F -0.432 -2.450 0.768
6 F -0.607 -0.155 1.959
7 H 1.565 -1.172 0.957
8 H 1.657 -0.519 -0.668
9 H -0.718 -1.528 -1.002
10 H -0.598 1.815 0.870
11 H -1.940 1.202 0.189


4.
Molecular formula: C3H5F2N
Method: DFT, ωB97M-V/def2-TZVPD

Properties
E, hartree: -371.55778
Energy relative to the best compared isomer or geometry (same formula, charge and spin), eV: 2.3383
2S+1: 3

Positions of all 11 atoms, in Å:
1 C 0.165 -0.374 -0.548
2 C -0.459 0.725 -1.268
3 C 0.112 -0.100 1.581
4 N 0.752 -1.367 -0.950
5 F 0.856 0.987 1.866
6 F -1.177 0.180 1.888
7 H -1.522 0.519 -1.372
8 H -0.011 0.798 -2.259
9 H -0.338 1.661 -0.730
10 H 0.458 -0.981 2.119
11 H 1.164 -2.047 -0.328


5.
Molecular formula: C3H5F2NS
Method: DFT, ωB97M-V/def2-TZVPD

Properties
E, hartree: -769.95618
Energy relative to the best compared isomer or geometry (same formula, charge and spin), eV: 0.5206
SMILES: C/C(=N\S)C(F)F

Positions of all 12 atoms, in Å:
1 C 1.404 -0.441 -0.667
2 C 0.127 0.031 -0.051
3 C -0.119 1.516 -0.076
4 H 2.048 0.336 -1.002
5 H 1.134 -1.025 -1.543
6 H 2.012 -1.135 -0.041
7 H -1.722 -2.391 1.441
8 H -1.123 1.797 0.291
9 N -0.872 -0.647 0.462
10 F 0.821 2.146 0.664
11 F 0.073 2.065 -1.363
12 S -0.797 -2.350 0.543


6.
Molecular formula: C3H5F2P
Method: DFT, ωB97M-V/def2-TZVPD

Properties
E, hartree: -658.30024
Energy relative to the best compared isomer or geometry (same formula, charge and spin), eV: 2.8387
SMILES: C=CC(F)(F)P

Positions of all 11 atoms, in Å:
1 C -1.608 -0.688 -0.818
2 C -0.926 -0.390 0.273
3 C 0.765 -0.115 -0.023
4 F 1.100 -0.753 -1.119
5 F 1.437 -0.816 0.900
6 P 1.288 1.722 0.046
7 H -2.641 -0.976 -0.659
8 H -1.348 -0.588 -1.810
9 H -1.438 -0.631 1.198
10 H 2.582 1.557 0.721
11 H 0.788 1.679 1.290


7.
Molecular formula: C3H5F3
Method: DFT, ωB97M-V/def2-TZVPD

Properties
E, hartree: -416.91951
Energy relative to the best compared isomer or geometry (same formula, charge and spin), eV: 0.1151
SMILES: CCC(F)(F)F

Positions of all 11 atoms, in Å:
1 C 0.875 0.062 -0.967
2 C -0.527 -0.002 -0.371
3 C -0.538 -0.065 1.122
4 H 1.354 0.938 -0.549
5 H 0.788 0.071 -2.006
6 H 1.497 -0.831 -0.694
7 H -0.970 1.002 -0.648
8 H -1.118 -0.829 -0.795
9 F 0.109 0.958 1.748
10 F 0.245 -1.158 1.393
11 F -1.715 -0.146 1.767


8.
Molecular formula: C3H5F3S
Method: DFT, ωB97M-V/def2-TZVPD

Properties
E, hartree: -814.85937
Energy relative to the best compared isomer or geometry (same formula, charge and spin), eV: 1.8202
2S+1: 3

Positions of all 12 atoms, in Å:
1 C -1.172 2.135 0.144
2 C -0.491 0.741 0.144
3 C -0.537 0.049 1.469
4 F -0.972 -0.094 -0.807
5 F -1.042 0.703 2.515
6 F 1.274 0.158 2.050
7 S -1.155 -1.583 1.345
8 H -1.263 2.581 -0.928
9 H -0.616 2.707 0.831
10 H -2.148 2.102 0.620
11 H 0.604 0.750 -0.129
12 H -1.205 -1.837 2.627


9.
Molecular formula: C3H5FN2
Method: DFT, ωB97M-V/def2-TZVPD

Properties
E, hartree: -326.65269
Energy relative to the best compared isomer or geometry (same formula, charge and spin), eV: 0.4729
SMILES: [H]/N=C(/N)C(=C)F

Positions of all 11 atoms, in Å:
1 C -0.762 -0.163 -0.036
2 C 0.740 0.100 0.006
3 C 1.178 1.351 -0.054
4 H -2.489 0.514 0.469
5 H -1.312 1.722 0.477
6 H -0.544 -2.073 -0.071
7 H 0.587 2.222 -0.243
8 H 2.290 1.438 0.010
9 N -1.641 0.923 -0.045
10 N -1.255 -1.345 -0.062
11 F 1.645 -0.955 0.067


10.
Molecular formula: C3H5FN2O2
Method: DFT, ωB97M-V/def2-TZVPD

Properties
E, hartree: -476.95847
Energy relative to the best compared isomer or geometry (same formula, charge and spin), eV: 5.9626
SMILES: C[C@@H](/C=N\F)ON=O

Positions of all 13 atoms, in Å:
1 C 0.227 -0.018 -0.439
2 C -0.225 -1.173 0.415
3 C 1.659 0.465 -0.026
4 N -1.285 -1.791 0.375
5 N -1.693 0.922 0.469
6 O -0.751 1.070 -0.499
7 O -2.365 1.886 0.499
8 F -2.234 -1.335 -0.602
9 H 0.556 -0.423 -1.448
10 H 0.523 -1.438 1.158
11 H 2.297 -0.391 -0.136
12 H 1.841 1.293 -0.792
13 H 1.450 0.933 1.026


11.
Molecular formula: C3H5FO
Method: DFT, ωB97M-V/def2-TZVPD

Properties
E, hartree: -292.22211
Energy relative to the best compared isomer or geometry (same formula, charge and spin), eV: 4.7402

Positions of all 10 atoms, in Å:
1 C -0.663 -0.595 0.352
2 C 0.284 0.203 -0.028
3 C 0.890 1.453 0.205
4 H -0.464 -2.132 -1.250
5 H -0.412 -1.171 1.641
6 H -1.594 0.230 0.505
7 H 1.777 1.638 -0.369
8 H 0.465 2.189 0.985
9 O -1.058 -1.367 -0.787
10 F 0.774 -0.450 -1.254


12.
Molecular formula: C3H5FO2
Method: DFT, ωB97M-V/def2-TZVPD

Properties
E, hartree: -367.60431
Energy relative to the best compared isomer or geometry (same formula, charge and spin), eV: 1.4406

Positions of all 11 atoms, in Å:
1 C -2.310 0.215 0.131
2 C 0.151 -0.669 0.896
3 C -0.480 -0.039 -0.356
4 O -2.719 0.755 1.054
5 O -0.428 -0.827 -1.480
6 F -3.189 -0.453 -0.737
7 H -0.404 -1.466 1.261
8 H 0.208 -0.115 1.740
9 H 1.254 -0.869 0.623
10 H -0.091 1.030 -0.532
11 H -1.134 -1.457 -1.542


13.
Molecular formula: C3H5FO2
Method: DFT, ωB97M-V/def2-TZVPD

Properties
E, hartree: -367.52989
Energy relative to the best compared isomer or geometry (same formula, charge and spin), eV: 3.4655

Positions of all 11 atoms, in Å:
1 C 1.830 -0.849 -0.183
2 C -0.566 1.176 0.504
3 C -0.700 -0.211 -0.011
4 O 2.563 0.064 -0.004
5 O -1.192 -0.384 -1.254
6 F -1.132 -1.157 0.866
7 H 2.111 -1.891 -0.381
8 H 0.326 1.642 0.084
9 H -0.470 1.149 1.585
10 H -1.431 1.781 0.224
11 H -1.341 -1.321 -1.431


14.
Molecular formula: C3H5FO3
Method: DFT, ωB97M-V/def2-TZVPD

Properties
E, hartree: -442.85535
Energy relative to the best compared isomer or geometry (same formula, charge and spin), eV: 1.2165
SMILES: O=C[C@@](O)(F)CO

Positions of all 12 atoms, in Å:
1 C -0.367 -1.381 -0.708
2 C -0.377 0.810 0.668
3 C 0.402 -0.268 -0.029
4 O -0.274 -2.525 -0.458
5 O -1.262 1.432 -0.179
6 O 1.445 -0.754 0.702
7 F 1.009 0.513 -1.160
8 H -0.947 -1.089 -1.677
9 H -0.952 0.402 1.469
10 H 0.314 1.495 1.102
11 H -0.827 1.392 -1.075
12 H 1.835 -0.030 1.345


15.
Molecular formula: C3H5FOS
Method: DFT, ωB97M-V/def2-TZVPD

Properties
E, hartree: -690.53764
Energy relative to the best compared isomer or geometry (same formula, charge and spin), eV: 1.4152
SMILES: O[C@H]1[C@@H](F)[C@H]1S

Positions of all 11 atoms, in Å:
1 C 0.690 -0.739 0.262
2 C -0.593 -0.062 0.695
3 C 0.552 0.755 0.199
4 H 0.545 -0.900 -1.665
5 H 1.301 -1.172 1.034
6 H -0.878 0.148 1.717
7 H -2.013 0.945 -0.854
8 H 1.146 1.353 0.947
9 O 0.850 -1.428 -0.926
10 F 0.438 1.352 -0.981
11 S -2.039 -0.252 -0.427


16.
Molecular formula: C3H5FS2
Method: DFT, ωB97M-V/def2-TZVPD

Properties
E, hartree: -1013.48252
Energy relative to the best compared isomer or geometry (same formula, charge and spin), eV: 1.2192
SMILES: FCCC(=S)S

Positions of all 11 atoms, in Å:
1 C -0.462 -0.070 0.348
2 C 0.842 -0.401 1.069
3 C 1.986 -0.524 -0.016
4 H -2.045 1.280 -0.689
5 H 1.113 0.151 1.923
6 H 0.559 -1.582 1.273
7 H 3.007 -0.420 0.569
8 H 1.730 -1.467 -0.666
9 F 2.008 0.697 -0.778
10 S -1.046 1.509 0.088
11 S -1.243 -1.400 -0.326


17.
Molecular formula: C3H5FeO4
Method: DFT, ωB97M-V/def2-TZVPD

Properties
E, hartree: -1681.20718
Energy relative to the best compared isomer or geometry (same formula, charge and spin), eV: 0.0000
2S+1: 6
Net charge: +2

Positions of all 13 atoms, in Å:
1 O -0.718 0.158 -0.007
2 C 0.353 -0.487 0.367
3 C -0.677 1.512 0.494
4 O 0.491 -1.700 0.228
5 O 1.193 0.235 1.051
6 C 0.714 1.596 1.136
7 Fe -0.122 -2.977 -0.926
8 H -1.495 1.627 1.212
9 H -0.811 2.193 -0.351
10 H 0.693 1.885 2.190
11 H 1.412 2.230 0.579
12 O -0.649 -3.359 -2.585
13 H -0.384 -2.914 -3.389


18.
Molecular formula: C3H5GaO4
Method: DFT, ωB97M-V/def2-TZVPD

Properties
E, hartree: -2342.21166
Energy relative to the best compared isomer or geometry (same formula, charge and spin), eV: 1.9827
Net charge: +2

Positions of all 13 atoms, in Å:
1 O 0.253 -2.193 2.233
2 C 0.708 -1.705 1.231
3 O 0.131 -1.435 0.109
4 O 1.937 -1.059 1.201
5 H 2.533 -1.347 1.903
6 C -0.365 1.567 -1.018
7 O 0.776 1.063 -1.230
8 C -1.520 0.690 -0.690
9 H -2.001 1.553 -1.431
10 H -0.351 2.524 -0.463
11 H -1.639 -0.150 -1.382
12 H -1.941 0.959 0.290
13 Ga 1.478 -0.465 -0.752


19.
Molecular formula: C3H5GdO4
Method: DFT, ωB97M-V/def2-TZVPD

Properties
E, hartree: -1183.72040
Energy relative to the best compared isomer or geometry (same formula, charge and spin), eV: 0.0000
2S+1: 9
Net charge: +1

Positions of all 13 atoms, in Å:
1 O -0.058 -1.014 0.670
2 C 0.659 0.091 0.762
3 C -1.366 -0.711 0.162
4 O 1.781 0.117 1.266
5 O -0.071 1.178 0.583
6 C -1.409 0.822 0.200
7 Gd 3.839 0.166 -0.207
8 H -2.107 -1.184 0.815
9 H -1.442 -1.117 -0.853
10 H -2.099 1.216 0.954
11 H -1.610 1.271 -0.777
12 O 2.263 -0.668 -1.537
13 H 1.620 -0.167 -2.038


20.
Molecular formula: C3H5HgIO2
Method: DFT, ωB97M-V/def2-TZVPD

Properties
E, hartree: -718.92619
Energy relative to the best compared isomer or geometry (same formula, charge and spin), eV: 0.0000
2S+1: 2
Net charge: -1

Positions of all 12 atoms, in Å:
1 Hg 0.678 -1.303 -1.354
2 C -0.786 1.637 -0.357
3 C 0.722 1.904 -0.252
4 O 1.086 3.070 -0.043
5 O 1.473 0.881 -0.377
6 H -1.354 2.559 -0.245
7 H -1.083 0.927 0.420
8 H -1.016 1.184 -1.326
9 I 0.149 -4.479 0.741
10 C 0.114 -2.386 0.643
11 H 0.897 -1.969 1.266
12 H -0.879 -2.025 0.882